Density functional theory data (wB97M-V/def2-TZVPD) for a molecular structure, C31H36BN10O4SSiTi in a non-equilibrium geometry.

The spin multiplicity is 2. Its total energy is -3613.59000 hartree. The gap between HOMO and LUMO (alpha / beta) is 6.16 / 6.15 eV. As for the HOMO energy (alpha / beta): -7.25 / -7.37 eV. For the molar mass, the calculation gives 731.5 g mol⁻¹.

Element x y z (Å)
Ti: -0.06 -0.40 -0.38
C: -1.54 0.93 -3.67
C: -0.08 0.71 -3.46
C: 0.90 0.82 -4.46
C: 2.09 0.47 -3.85
N: 1.82 0.19 -2.56
N: 0.50 0.36 -2.31
B: 2.79 -0.25 -1.45
N: 2.86 0.87 -0.42
C: 3.85 1.71 -0.05
C: 3.28 2.73 0.67
C: 1.90 2.46 0.69
C: 0.85 3.33 1.30
N: 1.65 1.32 0.03
N: 2.14 -1.51 -0.76
C: 2.84 -2.41 -0.03
C: 2.18 -3.61 -0.09
C: 1.05 -3.38 -0.89
C: -0.02 -4.34 -1.28
N: 1.03 -2.11 -1.29
N: 4.13 -0.69 -2.03
C: 4.24 -1.70 -2.93
C: 5.57 -1.93 -3.14
C: 6.23 -1.01 -2.30
C: 7.70 -0.83 -2.11
N: 5.35 -0.28 -1.63
H: -1.69 1.48 -4.60
H: -2.05 -0.04 -3.75
H: -1.99 1.47 -2.85
H: 0.75 1.10 -5.48
H: 3.09 0.43 -4.24
H: 4.86 1.49 -0.32
H: 3.77 3.58 1.12
H: 1.28 4.31 1.49
H: 0.00 3.44 0.62
H: 0.49 2.92 2.24
H: 3.76 -2.13 0.45
H: 2.48 -4.54 0.37
H: 0.25 -4.85 -2.21
H: -0.16 -5.09 -0.51
H: -0.96 -3.82 -1.44
H: 3.35 -2.15 -3.35
H: 6.01 -2.66 -3.80
H: 8.18 -0.61 -3.07
H: 7.89 -0.01 -1.42
H: 8.15 -1.73 -1.71
O: -1.69 -0.53 -1.11
C: -2.71 -1.22 -0.81
C: -2.72 -2.20 0.21
C: -3.88 -2.94 0.45
C: -3.90 -3.93 1.40
C: -2.75 -4.21 2.16
C: -1.60 -3.50 1.95
C: -1.54 -2.48 0.98
O: -0.44 -1.82 0.78
N: -5.11 -4.69 1.63
O: -5.03 -5.70 2.30
O: -6.14 -4.29 1.12
H: -3.61 -1.05 -1.40
H: -4.78 -2.73 -0.12
H: -2.81 -4.99 2.91
H: -0.71 -3.70 2.53
C: -2.66 5.14 1.55
Si: -3.46 3.61 2.30
C: -3.87 4.00 4.10
C: -5.06 3.20 1.39
C: -2.19 2.19 2.34
C: -1.66 1.78 3.55
C: -0.61 0.86 3.59
C: -0.16 0.32 2.42
N: -0.68 0.65 1.21
C: -1.65 1.61 1.17
S: -2.10 2.16 -0.40
H: -3.34 6.00 1.64
H: -2.45 5.00 0.49
H: -1.73 5.41 2.05
H: -4.68 4.73 4.13
H: -3.02 4.43 4.63
H: -4.21 3.12 4.65
H: -5.74 4.06 1.46
H: -5.57 2.34 1.82
H: -4.87 2.99 0.34
H: -2.04 2.20 4.48
H: -0.16 0.56 4.53
H: 0.64 -0.41 2.42

Results of the Löwdin charge analysis, in e, for atoms 1 through 8: Ti 1.04; C -0.03; C -0.29; C 0.00; C -0.04; N 0.02; N 0.01; B -0.67